Record 1
The following is a quantum chemistry calculation of a molecular structure, C13H18Br9N5 at a distorted geometry, from OMol25.

Structure (XYZ):
```
45
C13H18Br9N5 (the ωB97M-V functional and the def2-TZVPD basis)
C -4.513 1.402 -1.337
C -3.178 1.418 -0.856
N -2.054 1.406 -0.489
H -5.220 1.771 -0.595
H -4.730 0.413 -1.741
H -4.455 2.157 -2.122
C -1.052 1.200 3.306
C -0.036 1.993 2.605
N 0.736 2.606 2.060
H -0.848 1.277 4.374
H -0.960 0.124 3.159
H -2.082 1.468 3.070
C -2.988 -1.877 -0.185
C -3.966 -2.379 -1.138
N -4.842 -2.692 -1.830
H -2.186 -1.588 -0.865
H -2.514 -2.658 0.409
H -3.173 -0.952 0.361
C 4.084 1.426 -4.356
C 3.993 0.517 -3.181
N 3.822 -0.247 -2.290
H 5.158 1.524 -4.510
H 3.676 2.415 -4.148
H 3.503 0.948 -5.145
C 1.196 0.617 -0.589
C 0.569 -0.233 0.363
N 0.000 -0.949 1.067
H 1.247 0.109 -1.552
H 2.207 0.866 -0.265
H 0.612 1.505 -0.829
C 3.535 3.851 0.226
Br 5.237 3.636 1.176
Br 3.652 3.912 -1.756
Br 2.483 5.287 1.002
H 3.022 2.937 0.524
C 0.079 -2.264 4.695
Br 1.400 -0.795 5.142
Br -1.703 -1.910 5.433
Br 0.556 -4.083 5.285
H 0.118 -2.242 3.606
C -0.078 -4.343 -1.467
Br -2.011 -4.635 -1.905
Br 0.639 -2.700 -2.326
Br 1.017 -5.925 -2.000
H 0.050 -4.316 -0.385
```

Output
E_LUMO   -0.47 eV
HOMO-LUMO gap   9.751 eV
2S+1   1
Charge   0
DFT total energy   -651602.371 eV

Record 2
The following is a quantum chemistry calculation of 7 unconnected molecules or ions with the total composition C13H18Cl20O3, from OMol25.

Structure (XYZ):
```
54
C13H18Cl20O3 (the ωB97M-V functional and the def2-TZVPD basis)
C -2.418 0.943 -4.421
C -2.908 0.559 -3.024
C -3.823 -0.663 -2.913
Cl -4.525 -1.218 -4.436
O -4.949 -0.382 -2.067
C -4.662 -0.146 -0.777
O -5.211 0.706 -0.133
O -3.723 -0.983 -0.318
C -3.037 -0.535 0.848
C -2.055 -1.599 1.268
C -2.656 -2.997 1.277
Cl -0.562 -1.529 0.297
H -3.103 1.627 -4.907
H -2.210 0.089 -5.049
H -1.482 1.487 -4.311
H -3.377 1.426 -2.567
H -2.026 0.332 -2.429
H -3.275 -1.497 -2.497
H -2.514 0.398 0.660
H -3.733 -0.387 1.668
H -1.771 -1.348 2.285
H -2.524 -3.469 0.311
H -3.707 -2.956 1.540
H -2.159 -3.596 2.032
Cl 0.238 2.706 -0.666
C 1.923 2.456 -1.131
Cl 2.107 0.906 -1.944
Cl 2.514 3.785 -2.126
H 2.512 2.424 -0.224
Cl 1.167 3.072 3.733
C -0.454 2.377 3.671
Cl -0.618 1.314 2.278
Cl -0.809 1.509 5.167
H -1.166 3.185 3.572
Cl 2.015 -2.476 -1.079
C 3.683 -2.842 -1.514
Cl 3.821 -4.494 -2.112
Cl 4.286 -1.667 -2.683
H 4.289 -2.755 -0.623
Cl 5.658 6.638 -2.420
C 4.255 7.300 -3.259
Cl 3.558 6.105 -4.353
Cl 3.049 7.874 -2.108
H 4.584 8.144 -3.850
Cl 3.867 -4.736 1.399
C 2.662 -5.955 1.816
Cl 2.398 -6.004 3.559
Cl 1.152 -5.655 0.957
H 3.042 -6.918 1.506
Cl 4.052 0.726 5.973
C 2.459 -0.031 6.013
Cl 2.240 -1.108 4.635
Cl 2.209 -0.892 7.532
H 1.715 0.751 5.945
```

Output
E_LUMO   0.22 eV
SMILES   CC[C@H](Cl)OC(=O)OC[C@@H](C)Cl.ClC(Cl)Cl.ClC(Cl)Cl.ClC(Cl)Cl.ClC(Cl)Cl.ClC(Cl)Cl.ClC(Cl)Cl
HOMO-LUMO gap   10.988 eV
2S+1   1
Charge   0
DFT total energy   -270363.952 eV

Record 3
The following is a quantum chemistry calculation of a molecular structure, C13H18Cl2I2N4PTl at a distorted geometry, from OMol25.

Structure (XYZ):
```
41
C13H18Cl2I2N4PTl (the ωB97M-V functional and the def2-TZVPD basis)
Tl 1.660 1.703 0.805
I -0.479 -0.318 2.471
C 1.011 -0.701 3.979
I 3.004 -0.751 3.182
H 0.803 -1.671 4.422
H 0.949 0.093 4.715
C 1.532 -3.450 -2.667
N 1.126 -3.579 -1.197
C -0.382 -3.830 -1.159
N -1.074 -2.820 -1.857
C -0.648 -2.744 -3.244
N 0.773 -2.453 -3.315
C 1.086 -1.106 -2.894
P 0.655 -0.783 -1.094
C 1.474 -2.362 -0.436
C -1.066 -1.535 -1.198
H 1.362 -4.422 -3.142
H 2.597 -3.205 -2.708
H 1.616 -4.381 -0.789
H -0.695 -3.862 -0.111
H -0.564 -4.802 -1.624
H -1.211 -1.960 -3.752
H -0.855 -3.695 -3.740
H 0.522 -0.399 -3.509
H 2.150 -0.916 -3.055
H 1.159 -2.499 0.603
H 2.560 -2.226 -0.454
H -1.701 -0.845 -1.755
H -1.482 -1.636 -0.191
Cl 0.621 3.144 3.321
C -0.469 4.251 2.629
C -0.875 5.357 3.316
C -1.756 6.269 2.716
C -2.247 6.057 1.438
C -1.853 4.954 0.706
Cl -2.422 4.701 -0.856
C -0.904 3.972 1.253
N -0.460 2.988 0.600
H -0.522 5.549 4.319
H -2.054 7.150 3.265
H -2.942 6.764 1.008
```

Output
E_LUMO (spin up / spin down)   -7.66 / -7.66 eV
HOMO-LUMO gap (spin up / spin down)   6.087 / 6.086 eV
2S+1   1
Charge   +2
DFT total energy   -74944.702 eV

Record 4
The following is a quantum chemistry calculation of 2 unconnected molecules or ions with the total composition C13H18Cl2O5P at a distorted geometry, from OMol25.

Structure (XYZ):
```
39
C13H18Cl2O5P (the ωB97M-V functional and the def2-TZVPD basis)
C 1.901 -3.984 -1.447
C 2.081 -2.452 -1.262
O 1.700 -2.014 0.085
P 0.833 -0.590 0.010
O 0.688 -0.004 1.385
C -0.854 -1.058 -0.587
C -1.529 -0.024 -1.557
C -1.202 -0.289 -3.072
O -1.509 -1.423 -3.514
O -0.642 0.568 -3.825
O 1.565 0.561 -0.918
C 2.989 0.637 -0.714
C 3.679 0.392 -2.126
H 2.267 -4.251 -2.473
H 0.836 -4.300 -1.403
H 2.553 -4.531 -0.728
H 3.167 -2.212 -1.392
H 1.456 -1.876 -1.984
H -1.508 -1.114 0.320
H -0.872 -2.092 -1.015
H -2.635 -0.189 -1.458
H -1.359 1.046 -1.254
H 3.368 -0.112 0.025
H 3.310 1.632 -0.317
H 2.873 0.079 -2.833
H 4.440 -0.418 -2.024
H 4.219 1.295 -2.492
Cl -2.538 3.315 0.215
C -2.616 2.702 1.824
C -3.673 2.976 2.684
Cl -5.019 3.955 2.206
C -3.667 2.455 3.972
C -2.610 1.661 4.398
C -1.558 1.383 3.533
C -1.563 1.905 2.250
H -4.486 2.667 4.648
H -2.609 1.257 5.404
H -0.733 0.759 3.858
H -0.742 1.685 1.579
```

Output
E_LUMO   2.68 eV
HOMO-LUMO gap   6.778 eV
2S+1   1
Charge   -1
DFT total energy   -58347.522 eV

Record 5
The following is a quantum chemistry calculation of a molecular structure, C13H18CrN7, from OMol25.

Structure (XYZ):
```
39
C13H18CrN7 (the ωB97M-V functional and the def2-TZVPD basis)
Cr 0.061 0.044 -0.289
C -0.058 -2.734 -0.415
C 1.283 -2.551 0.273
N 1.756 -1.126 0.134
C 2.432 -0.607 1.365
C 1.456 0.157 2.235
C 1.667 0.491 3.557
C 0.712 1.271 4.202
C -0.423 1.709 3.527
C -0.580 1.345 2.206
C -1.704 1.807 1.304
N -1.802 0.937 0.089
C -2.803 -0.179 0.240
C -2.290 -1.441 -0.432
N -0.925 -1.651 0.117
N 0.346 0.578 1.606
H -0.479 -3.717 -0.198
H 0.013 -2.611 -1.495
H 2.032 -3.237 -0.120
H 1.182 -2.755 1.341
H 2.417 -1.082 -0.638
H 3.233 0.068 1.057
H 2.899 -1.421 1.920
H 2.555 0.156 4.076
H 0.856 1.543 5.239
H -1.162 2.324 4.022
H -1.498 2.829 0.977
H -2.655 1.831 1.838
H -2.082 1.515 -0.699
H -3.769 0.124 -0.159
H -2.932 -0.356 1.310
H -2.207 -1.328 -1.512
H -2.937 -2.292 -0.214
H -1.008 -1.781 1.126
N 0.136 0.124 -2.161
C 0.114 0.106 -3.367
N 0.212 0.108 -4.571
C -0.466 -0.296 -5.635
N -1.035 -0.634 -6.576
```

Output
E_LUMO (spin up / spin down)   -8.05 / -7.55 eV
HOMO-LUMO gap (spin up / spin down)   6.914 / 7.602 eV
2S+1   4
Charge   +2
DFT total energy   -52610.933 eV

Record 6
The following is a quantum chemistry calculation of a molecular structure, C13H18F5I2OP2Tm at a distorted geometry, from OMol25.

Structure (XYZ):
```
42
C13H18F5I2OP2Tm (the ωB97M-V functional and the def2-TZVPD basis)
I 1.327 0.733 -2.517
I -2.084 0.531 -0.993
Tm 0.627 -0.374 0.206
P 1.342 2.063 1.471
C 2.540 1.300 2.647
C 2.336 3.336 0.598
H 2.885 4.023 1.274
H 0.905 3.619 3.358
H 1.672 3.934 -0.031
H -0.348 3.703 2.093
H 3.291 0.722 2.090
H 3.070 2.853 -0.056
C 0.309 3.029 2.648
H 3.051 2.059 3.243
H -0.315 2.332 3.222
H 2.015 0.606 3.320
P -1.551 0.119 -3.662
C -1.362 -1.643 -4.011
C -3.148 0.472 -4.441
H -0.456 1.930 -4.791
H -1.152 0.716 -5.925
H 0.415 0.381 -5.119
C -0.564 0.866 -5.014
H -3.407 1.517 -4.264
H -2.952 0.321 -5.526
H -1.926 -1.739 -4.957
H -1.807 -2.271 -3.234
H -3.947 -0.195 -4.131
H -0.310 -1.912 -4.153
C 0.333 -2.551 -0.830
O 0.251 -3.582 -1.357
F 2.178 -2.573 1.774
C 1.059 -2.415 2.567
C 0.161 -1.416 2.224
C -0.918 -1.250 3.100
F -1.819 -0.243 2.843
C -1.134 -2.108 4.159
F -2.210 -1.966 4.957
C -0.288 -3.166 4.414
F -0.543 -4.067 5.395
C 0.824 -3.319 3.606
F 1.648 -4.377 3.802
```

Output
E_LUMO (spin up / spin down)   -9.57 / -9.56 eV
HOMO-LUMO gap (spin up / spin down)   5.122 / 5.126 eV
2S+1   3
Charge   +2
DFT total energy   -93700.609 eV

Please write out number 1 again, unchanged.
The following is a quantum chemistry calculation of a molecular structure, C13H18Br9N5 at a distorted geometry, from OMol25.

Structure (XYZ):
```
45
C13H18Br9N5 (the ωB97M-V functional and the def2-TZVPD basis)
C -4.513 1.402 -1.337
C -3.178 1.418 -0.856
N -2.054 1.406 -0.489
H -5.220 1.771 -0.595
H -4.730 0.413 -1.741
H -4.455 2.157 -2.122
C -1.052 1.200 3.306
C -0.036 1.993 2.605
N 0.736 2.606 2.060
H -0.848 1.277 4.374
H -0.960 0.124 3.159
H -2.082 1.468 3.070
C -2.988 -1.877 -0.185
C -3.966 -2.379 -1.138
N -4.842 -2.692 -1.830
H -2.186 -1.588 -0.865
H -2.514 -2.658 0.409
H -3.173 -0.952 0.361
C 4.084 1.426 -4.356
C 3.993 0.517 -3.181
N 3.822 -0.247 -2.290
H 5.158 1.524 -4.510
H 3.676 2.415 -4.148
H 3.503 0.948 -5.145
C 1.196 0.617 -0.589
C 0.569 -0.233 0.363
N 0.000 -0.949 1.067
H 1.247 0.109 -1.552
H 2.207 0.866 -0.265
H 0.612 1.505 -0.829
C 3.535 3.851 0.226
Br 5.237 3.636 1.176
Br 3.652 3.912 -1.756
Br 2.483 5.287 1.002
H 3.022 2.937 0.524
C 0.079 -2.264 4.695
Br 1.400 -0.795 5.142
Br -1.703 -1.910 5.433
Br 0.556 -4.083 5.285
H 0.118 -2.242 3.606
C -0.078 -4.343 -1.467
Br -2.011 -4.635 -1.905
Br 0.639 -2.700 -2.326
Br 1.017 -5.925 -2.000
H 0.050 -4.316 -0.385
```

Output
E_LUMO   -0.47 eV
HOMO-LUMO gap   9.751 eV
2S+1   1
Charge   0
DFT total energy   -651602.371 eV